1.
A cluster of 2 separate species, CH8N2Si in total at a distorted geometry. Source: OMol25; level of theory: the ωB97M-V functional and the def2-TZVPD basis.

The HOMO energy (alpha / beta) is -7.63 / -11.42 eV. As for the net charge: 0. Its spin multiplicity is 3. The expectation value of S² is 2.008. The calculation puts the total energy at -12020.751 eV. As for the HOMO-LUMO gap (alpha / beta): 8.6 / 10.6 eV.

Cartesian coordinates (Å):
C 2.512 0.047 -0.243
N -1.287 -1.492 -1.036
N -1.181 -0.526 -0.182
Si -2.203 0.638 0.790
H 2.496 0.527 0.709
H 3.489 -0.074 -0.654
H 2.063 -0.906 -0.104
H -0.404 -1.797 -1.504
H 1.799 0.595 -0.895
H -3.637 0.976 0.450
H -2.408 0.275 2.136
H -1.239 1.735 0.532

2.
A structure of composition CH8N3 at a distorted geometry. Source: OMol25; level of theory: the ωB97M-V functional and the def2-TZVPD basis.

The HOMO energy is -14.40 eV. As for the net charge: +1. Its spin multiplicity is 1. The calculation puts the total energy at -5629.804 eV. As for the HOMO-LUMO gap: 11.4 eV.

Cartesian coordinates (Å):
C 0.684 0.121 -0.116
N 1.350 0.834 0.824
N 1.376 -0.781 -0.763
N -2.108 0.035 0.047
H -0.821 -0.033 -0.098
H 1.005 1.642 1.298
H 2.329 0.592 1.060
H 2.430 -0.967 -0.642
H 1.038 -1.537 -1.441
H -2.706 -0.583 0.545
H -2.333 1.012 0.118
H -2.244 -0.334 -0.832

3.
A cluster of 3 separate species, CH8N4S in total at a distorted geometry. Source: OMol25; level of theory: the ωB97M-V functional and the def2-TZVPD basis.

The HOMO energy (alpha / beta) is -18.75 / -18.75 eV. As for the net charge: +2. Its spin multiplicity is 1. The calculation puts the total energy at -17938.760 eV. As for the HOMO-LUMO gap (alpha / beta): 7.4 / 7.4 eV.

Cartesian coordinates (Å):
C -0.101 -0.841 0.739
N -0.335 0.417 1.064
N 0.143 -1.251 -0.605
N -0.538 0.925 2.305
N 0.193 -0.454 -1.645
S 0.386 -0.763 -3.163
H 0.605 2.623 -0.568
H -0.071 -1.477 1.563
H -0.171 1.157 0.232
H 0.263 -2.216 -0.825
H -1.092 1.792 2.347
H -0.792 0.245 3.071
H 0.675 2.054 -1.274
H 0.835 -2.211 -3.241

4.
The molecule CH8N6 at a distorted geometry. Source: OMol25; level of theory: the ωB97M-V functional and the def2-TZVPD basis.

The HOMO energy is -8.05 eV. As for the net charge: 0. Its spin multiplicity is 1. The calculation puts the total energy at -10104.116 eV. As for the HOMO-LUMO gap: 9.0 eV. The structure (SMILES) is NN=C(NN)NN.

Cartesian coordinates (Å):
N -1.028 1.566 1.262
N -0.910 1.212 -0.096
C -0.159 0.202 -0.300
N 0.750 -0.483 0.567
N 0.158 -1.070 1.715
N -0.184 -0.246 -1.615
N 0.916 -0.780 -2.217
H -1.865 2.276 1.458
H -0.175 2.089 1.601
H 1.338 -1.177 0.034
H -0.078 -0.263 2.340
H -0.784 -1.476 1.524
H -0.771 0.311 -2.197
H 1.005 -1.794 -2.188
H 1.787 -0.366 -1.888

5.
A cluster of 2 separate species, CH8NO in total at a distorted geometry. Source: OMol25; level of theory: the ωB97M-V functional and the def2-TZVPD basis.

The HOMO energy is -15.21 eV. As for the net charge: +1. Its spin multiplicity is 1. The calculation puts the total energy at -4696.924 eV. As for the HOMO-LUMO gap: 11.2 eV.

Cartesian coordinates (Å):
N 0.712 -1.704 0.184
H 1.300 -1.847 0.990
H 0.552 -0.756 -0.243
H -0.200 -2.116 0.342
H 1.082 -2.023 -0.725
C 0.010 1.548 0.018
O -0.842 0.423 -0.227
H 1.062 1.259 0.051
H -0.287 2.043 0.941
H -0.099 2.269 -0.794
H -1.773 0.551 -0.061

6.
A cluster of 3 separate species, CH8NO3 in total at a distorted geometry. Source: OMol25; level of theory: the ωB97M-V functional and the def2-TZVPD basis.

The HOMO energy is -4.02 eV. As for the net charge: -1. Its spin multiplicity is 1. The calculation puts the total energy at -8800.331 eV. As for the HOMO-LUMO gap: 8.5 eV.

Cartesian coordinates (Å):
N -0.313 1.305 1.619
C -0.074 1.175 0.137
O 0.443 -0.020 -0.247
H 0.660 1.303 1.929
H -0.669 0.412 1.963
H 0.543 2.022 -0.178
H -1.075 1.298 -0.343
H 0.206 -0.345 -1.708
H 0.822 -0.530 -3.119
O -0.028 -0.457 -2.717
H 0.272 -1.464 0.641
H -0.875 -2.332 0.970
O 0.088 -2.367 1.053

7.
A cluster of 2 separate species, CH8NS2 in total at a distorted geometry. Source: OMol25; level of theory: the ωB97M-V functional and the def2-TZVPD basis.

The HOMO energy is -13.02 eV. As for the net charge: +1. Its spin multiplicity is 1. The calculation puts the total energy at -24319.080 eV. As for the HOMO-LUMO gap: 7.9 eV.

Cartesian coordinates (Å):
N 0.658 2.394 -0.015
H 1.225 2.162 0.794
H 0.213 1.478 -0.351
H 1.278 2.679 -0.776
H -0.018 3.131 0.142
C -0.195 -2.429 0.711
S -0.832 -0.779 0.925
S -0.831 -0.106 -1.082
H -0.675 -3.011 -0.075
H 0.865 -2.446 0.457
H -0.305 -3.068 1.590
H -1.382 -0.006 -2.322

8.
A cluster of 2 separate species, CH8NS2 in total at a distorted geometry. Source: OMol25; level of theory: the ωB97M-V functional and the def2-TZVPD basis.

The HOMO energy is -12.50 eV. As for the net charge: +1. Its spin multiplicity is 1. The calculation puts the total energy at -24320.144 eV. As for the HOMO-LUMO gap: 8.3 eV.

Cartesian coordinates (Å):
N 0.676 2.004 -1.985
H 1.339 1.412 -1.422
H 0.459 2.840 -1.439
H 1.227 2.126 -2.834
H -0.190 1.455 -2.089
C -0.257 -1.546 2.297
S 0.203 -0.660 0.852
S -1.344 -0.673 -0.263
H 0.508 -1.345 3.051
H -0.328 -2.636 2.174
H -1.198 -1.384 2.804
H -1.094 -1.595 -1.146

9.
The molecule CH8O2Si2 at a distorted geometry. Source: OMol25; level of theory: the ωB97M-V functional and the def2-TZVPD basis.

The HOMO energy is -9.24 eV. As for the net charge: 0. Its spin multiplicity is 1. The calculation puts the total energy at -21014.326 eV. As for the HOMO-LUMO gap: 9.9 eV. The structure (SMILES) is OC(O)([SiH3])[SiH3].

Cartesian coordinates (Å):
O 0.881 0.961 -0.916
C 0.147 -0.112 -0.313
O -0.134 -1.071 -1.298
Si 1.575 -0.676 0.830
Si -1.718 0.607 -0.071
H 0.507 1.180 -1.752
H 0.690 -1.125 -1.832
H 2.576 -0.929 -0.292
H 1.893 0.538 1.529
H 1.279 -1.580 1.944
H -2.932 -0.380 -0.408
H -1.717 0.940 1.358
H -1.650 1.855 -0.801

10.
A cluster of 3 separate species, CH8O3 in total at a distorted geometry. Source: OMol25; level of theory: the ωB97M-V functional and the def2-TZVPD basis.

The HOMO energy is -11.18 eV. As for the net charge: 0. Its spin multiplicity is 1. The calculation puts the total energy at -7308.313 eV. As for the HOMO-LUMO gap: 11.7 eV. The structure (SMILES) is CO.O.O.

Cartesian coordinates (Å):
C -0.604 -1.596 -0.353
O -0.052 -0.626 0.543
H 0.209 -1.967 -1.029
H -1.381 -1.084 -0.941
H -0.941 -2.550 0.205
H -0.689 -0.461 1.216
O 2.047 2.101 1.758
H 1.528 1.315 1.735
H 1.744 2.515 1.009
O -0.901 1.004 -1.452
H -0.368 0.556 -2.078
H -0.593 0.792 -0.614

11.
A structure of composition CH9CsNO2SSb at a distorted geometry. Source: OMol25; level of theory: the ωB97M-V functional and the def2-TZVPD basis.

The HOMO energy is -7.81 eV. As for the net charge: 0. Its spin multiplicity is 1. The calculation puts the total energy at -24681.669 eV. As for the HOMO-LUMO gap: 6.8 eV.

Cartesian coordinates (Å):
N -1.334 1.587 -0.456
Sb 0.879 1.382 -0.315
C 0.408 -0.657 0.844
S 0.286 -2.139 -0.014
O -0.660 -1.931 -1.106
O 1.560 -2.783 -0.208
H -1.541 1.617 -1.455
H -1.750 0.745 -0.131
H 0.811 0.545 -1.812
H 1.028 2.934 -1.053
H 0.661 2.025 1.276
H 2.562 1.103 -0.064
H -0.549 -0.589 1.365
H 1.203 -0.739 1.586
H -0.418 -2.956 0.835
Cs -3.148 -0.144 0.708

12.
A cluster of 2 separate species, CH9N2O in total at a distorted geometry. Source: OMol25; level of theory: the ωB97M-V functional and the def2-TZVPD basis.

The HOMO energy is -15.07 eV. As for the net charge: +1. Its spin multiplicity is 1. The calculation puts the total energy at -6201.954 eV. As for the HOMO-LUMO gap: 11.8 eV.

Cartesian coordinates (Å):
N -0.784 1.749 1.590
H -1.660 2.238 1.713
H -0.039 2.248 1.980
H -1.032 0.007 -0.971
H -0.724 0.901 2.209
N -0.343 -0.213 -0.197
C 0.767 -0.832 -1.420
O 0.991 -1.983 -0.858
H -0.191 0.695 0.342
H -0.109 -1.081 0.374
H 1.652 -0.158 -1.129
H 0.247 -0.674 -2.438
H 1.224 -2.897 -1.195

13.
A structure of composition CH9N2P2 at a distorted geometry. Source: OMol25; level of theory: the ωB97M-V functional and the def2-TZVPD basis.

The HOMO energy is -13.13 eV. As for the net charge: +1. Its spin multiplicity is 1. The calculation puts the total energy at -22730.750 eV. As for the HOMO-LUMO gap: 8.3 eV.

Cartesian coordinates (Å):
C -0.614 0.676 0.538
N 0.171 -0.337 -0.063
N -1.797 0.815 -0.349
P 0.026 -1.960 0.364
P 2.314 0.496 0.364
H -0.122 1.659 0.494
H -1.057 0.495 1.558
H -2.353 1.618 -0.043
H -2.404 -0.020 -0.310
H -1.410 0.845 -1.244
H 0.343 -2.260 -1.043
H 1.472 -2.248 0.707
H 2.552 0.835 -1.009
H 2.881 -0.614 0.037

14.
A cluster of 2 separate species, CH9N3 in total at a distorted geometry. Source: OMol25; level of theory: the ωB97M-V functional and the def2-TZVPD basis.

The HOMO energy is -9.09 eV. As for the net charge: 0. Its spin multiplicity is 1. The calculation puts the total energy at -5652.957 eV. As for the HOMO-LUMO gap: 10.1 eV. The structure (SMILES) is NCN.N.

Cartesian coordinates (Å):
N 2.053 0.316 0.657
C 0.784 -0.362 0.332
N 0.794 -0.699 -1.059
H 2.104 0.329 1.660
H 2.022 1.302 0.412
H -0.046 0.272 0.663
H 0.716 -1.217 1.019
H 1.620 -1.249 -1.244
H 0.018 -1.281 -1.339
N -2.383 0.596 -0.443
H -2.490 -0.262 0.064
H -1.917 1.331 0.053
H -3.274 0.923 -0.774

15.
A cluster of 3 separate species, CH9N3O2 in total. Source: OMol25; level of theory: the ωB97M-V functional and the def2-TZVPD basis.

The HOMO energy (alpha / beta) is -8.56 / -8.56 eV. As for the net charge: 0. Its spin multiplicity is 1. The calculation puts the total energy at -9743.787 eV. As for the HOMO-LUMO gap (alpha / beta): 8.9 / 8.9 eV.

Cartesian coordinates (Å):
C -1.643 0.848 0.017
N -1.763 -0.621 0.160
H -2.647 -0.951 -0.213
H -1.749 -0.874 1.144
H -1.669 1.101 -1.044
H -2.443 1.400 0.521
H -0.679 1.169 0.416
N 1.432 -0.665 0.491
N 0.875 -1.272 -0.489
O 2.791 -0.728 0.353
O 1.733 1.378 0.400
H 2.911 0.273 0.532
H 1.600 1.656 -0.517
H 1.421 -1.458 -1.330
H -0.170 -1.256 -0.441

16.
A cluster of 2 separate species, CH9N5O in total at a distorted geometry. Source: OMol25; level of theory: the ωB97M-V functional and the def2-TZVPD basis.

The HOMO energy is -8.37 eV. As for the net charge: 0. Its spin multiplicity is 1. The calculation puts the total energy at -10676.847 eV. As for the HOMO-LUMO gap: 9.5 eV. The structure (SMILES) is N/N=N/N.CON.

Cartesian coordinates (Å):
N -3.054 -1.075 0.246
N -2.249 0.010 0.243
N -1.953 0.440 -0.910
N -1.160 1.514 -0.924
H -3.537 -1.268 -0.640
H -3.654 -1.097 1.054
H -0.551 1.531 -1.730
H -0.698 1.715 -0.043
C 2.893 0.148 0.917
O 2.238 -0.934 0.283
N 1.090 -0.465 -0.442
H 2.243 0.667 1.620
H 3.734 -0.319 1.433
H 3.295 0.867 0.159
H 1.105 -0.944 -1.333
H 0.258 -0.790 0.065

17.
A cluster of 4 separate species, CH9NO3 in total at a distorted geometry. Source: OMol25; level of theory: the ωB97M-V functional and the def2-TZVPD basis.

The HOMO energy (alpha / beta) is -13.92 / -13.92 eV. As for the net charge: +1. Its spin multiplicity is 2. The expectation value of S² is 0.759. The calculation puts the total energy at -8804.176 eV. As for the HOMO-LUMO gap (alpha / beta): 6.6 / 4.6 eV.

Cartesian coordinates (Å):
C -0.375 -2.644 -1.552
N -1.528 -2.768 -2.064
H -0.018 -3.449 -0.893
H 0.358 -1.943 -1.975
H -2.192 -1.974 -2.023
H 1.020 1.705 -0.275
H 1.048 0.470 -1.312
O 1.049 1.400 -1.193
H 2.131 0.937 2.107
H 0.676 0.808 2.164
O 1.407 0.513 1.620
H -1.250 3.016 2.134
H -1.420 1.578 1.740
O -0.908 2.351 1.521

18.
A cluster of 4 separate species, CH9NO5 in total at a distorted geometry. Source: OMol25; level of theory: the ωB97M-V functional and the def2-TZVPD basis.

The HOMO energy is -10.43 eV. As for the net charge: 0. Its spin multiplicity is 1. The calculation puts the total energy at -12911.623 eV. As for the HOMO-LUMO gap: 10.8 eV. The structure (SMILES) is NC(=O)O.O.O.O.

Cartesian coordinates (Å):
N -1.260 -0.659 -1.730
C -1.773 -1.300 -0.667
O -2.687 -2.080 -0.671
O -1.109 -0.966 0.497
H -0.344 -0.264 -1.758
H -1.881 -0.713 -2.512
H -1.692 -1.385 1.165
O 2.403 0.607 1.782
H 1.987 0.929 2.576
H 1.666 0.637 1.149
O -0.390 1.914 0.933
H -0.846 2.659 1.322
H -0.924 1.156 1.192
O 1.928 -0.223 -1.278
H 2.305 -0.743 -0.588
H 2.617 0.431 -1.413

19.
A cluster of 4 separate species, CH9NO5 in total at a distorted geometry. Source: OMol25; level of theory: the ωB97M-V functional and the def2-TZVPD basis.

The HOMO energy is -10.54 eV. As for the net charge: 0. Its spin multiplicity is 1. The calculation puts the total energy at -12911.785 eV. As for the HOMO-LUMO gap: 10.8 eV. The structure (SMILES) is NC(=O)O.O.O.O.

Cartesian coordinates (Å):
N 1.493 -0.782 -1.007
C 2.072 0.066 -0.105
O 3.236 0.384 -0.175
O 1.222 0.587 0.820
H 0.492 -0.869 -1.107
H 2.114 -0.941 -1.782
H 1.678 1.355 1.191
O -2.524 0.783 0.565
H -2.486 1.742 0.586
H -1.991 0.450 1.304
O -0.668 -1.031 1.853
H 0.138 -0.559 2.102
H -0.528 -1.156 0.909
O -1.288 -0.348 -1.802
H -1.302 0.395 -2.409
H -1.660 -0.076 -0.943

20.
A structure of composition CH9Na3O8 at a distorted geometry. Source: OMol25; level of theory: the ωB97M-V functional and the def2-TZVPD basis.

The HOMO energy is -5.98 eV. As for the net charge: 0. Its spin multiplicity is 1. The calculation puts the total energy at -30814.117 eV. As for the HOMO-LUMO gap: 3.8 eV.

Cartesian coordinates (Å):
Na 6.930 -10.996 3.323
Na 2.691 -11.766 1.682
Na 4.892 -14.172 2.808
O 4.820 -11.667 2.591
H 3.942 -11.827 2.926
C 2.317 -13.683 3.792
O 1.960 -12.475 4.045
O 2.955 -14.412 4.656
O 2.175 -14.143 2.574
O 6.508 -8.474 2.296
H 6.594 -8.256 3.235
H 5.623 -8.877 2.205
O 2.093 -9.690 3.252
H 2.196 -8.832 3.672
H 1.652 -10.256 3.915
O 3.948 -10.699 5.606
H 4.794 -10.726 6.068
H 4.080 -11.209 4.790
O 4.820 -10.102 0.325
H 4.652 -10.667 1.130
H 5.706 -10.336 0.034